# 1
Formula: C29H18FN4O6PdS
Source: OMol25
Level of theory: the ωB97M-V functional and the def2-TZVPD basis

Atoms and positions in Å:
Pd  0.402  0.874  -0.028
O  0.147  5.016  -0.315
C  -0.041  3.823  -0.094
O  0.774  2.971  0.394
C  -1.415  3.251  -0.405
C  -2.574  4.026  -0.182
C  -3.795  3.450  -0.340
C  -3.880  2.108  -0.785
C  -5.106  1.437  -1.005
C  -5.122  0.152  -1.467
C  -3.909  -0.525  -1.730
C  -2.710  0.093  -1.509
C  -2.673  1.422  -1.026
N  -1.460  2.008  -0.808
H  -2.442  5.052  0.130
H  -4.706  4.000  -0.133
H  -6.033  1.965  -0.812
H  -6.065  -0.354  -1.640
H  -3.936  -1.538  -2.118
H  -1.761  -0.399  -1.684
S  5.386  -0.111  -0.551
C  5.556  1.589  -0.272
C  6.722  2.341  -0.174
C  6.599  3.705  0.027
C  5.335  4.296  0.130
C  4.176  3.547  0.037
C  4.282  2.171  -0.170
N  3.229  1.283  -0.308
C  3.627  0.081  -0.508
C  2.725  -1.062  -0.728
C  3.276  -2.347  -0.838
C  2.481  -3.439  -1.125
C  1.124  -3.242  -1.344
C  0.582  -1.972  -1.222
C  1.342  -0.854  -0.878
H  7.695  1.871  -0.254
H  7.489  4.318  0.101
H  5.257  5.365  0.292
H  3.199  4.005  0.137
H  4.341  -2.483  -0.692
H  2.910  -4.433  -1.183
H  0.484  -4.085  -1.591
H  -0.484  -1.860  -1.385
F  -2.317  -4.450  -1.103
C  -2.052  -4.139  0.178
C  -2.523  -3.013  0.713
N  -2.307  -2.654  2.019
C  -2.587  -1.271  2.408
C  -1.597  -0.272  1.776
O  -1.804  0.924  1.987
O  -0.673  -0.821  1.082
C  -1.478  -3.408  2.826
O  -1.190  -3.110  3.967
N  -1.004  -4.566  2.231
C  -1.205  -5.036  0.934
O  -0.703  -6.070  0.546
H  -3.108  -2.322  0.120
H  -2.523  -1.198  3.487
H  -3.594  -1.007  2.088
H  -0.365  -5.102  2.797

Summary:
Kohn-Sham gap (alpha / beta)   7.35 / 7.60 eV
2S+1   3
Relative energy (zero: lowest compared OMol25 entry of this formula, charge and spin)   7.5 kcal per mole
E   -2412.480419 a.u.
M   675.970 g/mol
⟨S²⟩   2.01
E_HOMO (alpha / beta)   -5.210 / -5.693 eV
Net charge   -1

natural (NBO) atomic charge list, values in e, 2 entries: Pd 1.14; O -0.67

# 2
Formula: C29H19Br4N3O4Ti
Source: OMol25
Level of theory: the ωB97M-V functional and the def2-TZVPD basis

Atoms and positions in Å:
Ti  -0.569  0.432  -1.430
C  -3.881  -2.437  -0.353
O  -4.386  -1.165  -0.800
C  -3.334  -0.346  -0.853
N  -2.167  -0.848  -0.594
C  -2.346  -2.295  -0.448
C  -1.613  -2.901  0.725
C  -1.901  -4.209  1.102
C  -1.249  -4.793  2.175
C  -0.292  -4.078  2.880
C  0.020  -2.785  2.493
C  -0.638  -2.196  1.422
C  -3.423  1.056  -1.130
C  -4.550  1.848  -1.126
C  -4.398  3.237  -1.182
C  -3.120  3.787  -1.112
C  -2.027  2.942  -1.116
N  -2.163  1.583  -1.269
C  -0.665  3.263  -0.828
N  0.165  2.291  -0.583
C  1.494  2.890  -0.436
C  1.174  4.396  -0.320
O  -0.191  4.508  -0.762
C  2.299  2.359  0.728
C  1.916  1.214  1.418
C  2.670  0.753  2.488
C  3.812  1.432  2.879
C  4.211  2.564  2.183
C  3.461  3.022  1.112
H  -4.281  -3.214  -1.000
H  -4.212  -2.601  0.674
H  -1.986  -2.768  -1.365
H  -2.625  -4.783  0.533
H  -1.481  -5.813  2.455
H  0.213  -4.527  3.725
H  0.780  -2.229  3.028
H  -0.396  -1.189  1.118
H  -5.522  1.385  -1.032
H  -5.267  3.879  -1.194
H  -2.965  4.853  -1.012
H  2.043  2.699  -1.360
H  1.797  5.016  -0.959
H  1.236  4.744  0.713
H  1.026  0.689  1.105
H  2.361  -0.137  3.022
H  4.393  1.076  3.719
H  5.111  3.091  2.472
H  3.797  3.890  0.555
Br  3.554  -4.532  -1.206
C  2.812  -2.842  -1.592
C  3.619  -1.714  -1.623
Br  5.469  -1.862  -1.286
C  3.063  -0.458  -1.916
Br  4.169  1.060  -2.115
C  1.698  -0.321  -2.113
O  1.040  0.795  -2.388
C  0.867  -1.486  -2.080
O  -0.412  -1.235  -2.319
C  1.438  -2.727  -1.853
Br  0.348  -4.264  -1.971

Summary:
Kohn-Sham gap (alpha / beta)   6.03 / 6.80 eV
2S+1   3
Relative energy (zero: lowest compared OMol25 entry of this formula, charge and spin)   2.3 kcal per mole
E   -12727.348395 a.u.
M   840.971 g/mol
⟨S²⟩   2.03
E_HOMO (alpha / beta)   -6.525 / -7.678 eV
Net charge   0

natural (NBO) atomic charge list, values in e, 2 entries: Ti 1.53; C -0.08

# 3
Formula: C29H19CrF5N3O3S
Source: OMol25
Level of theory: the ωB97M-V functional and the def2-TZVPD basis

Atoms and positions in Å:
Cr  -0.242  -0.042  1.449
C  -0.137  -4.418  1.940
O  -0.242  -3.714  3.187
C  -0.291  -2.397  2.842
N  0.009  -2.106  1.594
C  0.349  -3.363  0.930
C  -0.233  -3.666  -0.424
C  0.180  -4.846  -1.033
C  -0.304  -5.215  -2.274
C  -1.223  -4.403  -2.927
C  -1.645  -3.233  -2.317
C  -1.151  -2.866  -1.075
C  -0.670  -1.426  3.772
C  -0.933  -1.484  5.130
C  -1.243  -0.309  5.823
C  -1.271  0.946  5.189
C  -1.020  1.027  3.834
N  -0.765  -0.169  3.137
C  -0.939  2.122  2.959
N  -0.700  1.991  1.677
C  -0.733  3.334  1.093
C  -0.704  4.242  2.335
O  -1.110  3.391  3.421
C  0.362  3.715  0.134
C  1.454  2.909  -0.129
C  2.408  3.318  -1.047
C  2.286  4.533  -1.702
C  1.199  5.351  -1.425
C  0.246  4.939  -0.512
H  -1.129  -4.788  1.671
H  0.542  -5.259  2.049
H  1.441  -3.359  0.854
H  0.909  -5.481  -0.540
H  0.040  -6.132  -2.736
H  -1.600  -4.680  -3.903
H  -2.356  -2.585  -2.815
H  -1.481  -1.940  -0.618
H  -0.889  -2.431  5.651
H  -1.444  -0.363  6.884
H  -1.482  1.842  5.757
H  -1.690  3.404  0.568
H  -1.381  5.090  2.264
H  0.306  4.603  2.534
H  1.556  1.956  0.377
H  3.249  2.669  -1.253
H  3.031  4.842  -2.425
H  1.087  6.302  -1.931
H  -0.615  5.572  -0.321
F  0.857  0.274  -6.883
C  0.744  0.233  -5.545
C  0.265  1.323  -4.843
F  -0.092  2.431  -5.515
C  0.158  1.271  -3.469
F  -0.307  2.365  -2.849
C  0.507  0.145  -2.722
S  0.413  0.114  -1.002
C  1.002  -0.927  -3.466
F  1.422  -2.038  -2.848
C  1.118  -0.896  -4.841
F  1.604  -1.956  -5.509
O  1.277  0.238  1.844

Summary:
Kohn-Sham gap (alpha / beta)   5.52 / 5.51 eV
Relative energy (zero: lowest compared OMol25 entry of this formula, charge and spin)   49.2 kcal per mole
E   -3448.467756 a.u.
M   636.542 g/mol
E_HOMO (alpha / beta)   -2.925 / -2.921 eV
Net charge   -1

natural (NBO) atomic charge list, values in e, 2 entries: Cr 0.96; C -0.07

# 4
Formula: C29H19F4NO2S
Source: OMol25
Level of theory: the ωB97M-V functional and the def2-TZVPD basis

Atoms and positions in Å:
F  -0.323  2.084  4.607
C  -0.329  2.833  3.451
C  0.350  4.048  3.456
C  0.280  4.784  2.267
F  0.823  6.050  2.271
C  -0.326  4.315  1.113
C  -1.043  3.084  1.133
C  -1.760  2.612  -0.018
C  -2.110  1.280  -0.213
C  -2.641  0.718  -1.374
C  -3.179  -0.607  -1.484
C  -3.630  -1.114  -2.737
C  -4.163  -2.388  -2.825
F  -4.629  -2.841  -4.040
C  -4.281  -3.250  -1.726
C  -3.801  -2.756  -0.515
F  -3.878  -3.572  0.592
C  -3.263  -1.483  -0.357
C  -0.992  2.323  2.341
H  0.872  4.414  4.336
H  -0.302  4.896  0.188
H  -1.960  3.333  -0.823
H  -1.922  0.589  0.616
H  -2.656  1.335  -2.277
H  -3.547  -0.476  -3.620
H  -4.716  -4.241  -1.808
H  -2.916  -1.151  0.616
H  -1.502  1.367  2.405
C  -3.549  6.807  5.404
C  -4.830  7.218  5.027
C  -5.252  7.109  3.696
C  -4.379  6.585  2.736
S  -4.827  6.547  0.985
C  -5.338  4.930  0.651
C  -6.116  4.596  -0.478
C  -6.804  3.339  -0.534
C  -7.494  2.938  -1.665
C  -7.572  3.771  -2.795
C  -8.230  3.355  -4.013
N  -8.735  3.047  -5.028
C  -6.959  5.037  -2.735
C  -6.270  5.454  -1.613
O  -5.931  7.473  0.886
O  -3.572  6.842  0.310
C  -3.098  6.174  3.111
C  -2.679  6.290  4.438
H  -3.234  6.869  6.446
H  -5.516  7.634  5.767
H  -6.243  7.444  3.398
H  -5.327  4.292  1.530
H  -6.778  2.730  0.366
H  -8.009  1.977  -1.696
H  -7.051  5.711  -3.590
H  -5.870  6.467  -1.613
H  -2.427  5.788  2.348
H  -1.670  5.980  4.704

Summary:
Kohn-Sham gap   2.67 eV
E   -2119.198322 a.u.
M   521.535 g/mol
E_HOMO   -6.489 eV
Net charge   0

natural (NBO) atomic charge list, values in e, 2 entries: F -0.32; C 0.41

# 5
Formula: C29H19F9O2S
Source: OMol25
Level of theory: the ωB97M-V functional and the def2-TZVPD basis

Atoms and positions in Å:
F  -5.119  2.740  -2.182
C  -5.140  1.511  -2.812
F  -6.089  0.774  -2.164
F  -5.591  1.728  -4.086
C  -3.785  0.861  -2.767
C  -3.635  -0.470  -2.368
C  -2.378  -0.911  -1.999
C  -1.233  -0.069  -2.093
C  -0.011  -0.530  -1.567
C  1.259  0.033  -1.884
C  1.539  1.426  -1.855
C  2.807  1.903  -2.162
C  3.805  1.005  -2.531
C  5.195  1.517  -2.789
F  6.153  0.679  -2.286
F  5.443  1.641  -4.134
F  5.415  2.741  -2.221
C  3.548  -0.366  -2.651
C  2.302  -0.845  -2.292
C  -1.403  1.173  -2.783
C  -2.672  1.656  -3.058
H  -4.496  -1.130  -2.292
H  -2.243  -1.918  -1.609
H  -0.038  -1.481  -1.040
H  0.752  2.129  -1.583
H  3.014  2.972  -2.107
H  4.314  -1.049  -3.015
H  2.079  -1.914  -2.373
H  -0.537  1.763  -3.069
H  -2.793  2.653  -3.477
F  5.007  -3.972  4.072
C  5.032  -3.009  3.106
F  5.988  -2.096  3.458
F  5.479  -3.606  1.952
C  3.686  -2.383  2.897
C  3.632  -1.073  2.431
C  2.414  -0.536  2.068
C  1.198  -1.285  2.161
C  -0.006  -0.683  1.724
S  -1.572  -1.178  2.255
C  -2.631  0.288  2.307
C  -2.961  0.959  3.493
C  -3.943  1.962  3.478
C  -4.583  2.310  2.285
C  -4.214  1.677  1.097
C  -3.245  0.674  1.119
O  -2.150  -2.024  1.226
O  -1.579  -1.608  3.636
C  1.307  -2.606  2.700
C  2.526  -3.157  3.026
H  4.547  -0.485  2.334
H  2.356  0.501  1.726
H  -0.014  0.156  1.039
H  -2.472  0.695  4.426
H  -4.222  2.465  4.403
H  -5.370  3.067  2.272
H  -4.684  1.946  0.151
H  -2.969  0.162  0.202
H  0.401  -3.195  2.843
H  2.581  -4.191  3.362

Summary:
Kohn-Sham gap   3.55 eV
E   -2563.873508 a.u.
M   602.518 g/mol
E_HOMO   -6.905 eV
Net charge   0

natural (NBO) atomic charge list, values in e, 2 entries: F -0.33; C 0.97

# 6
Formula: C29H20AsClF8NPPd
Source: OMol25
Level of theory: the ωB97M-V functional and the def2-TZVPD basis

Atoms and positions in Å:
Pd  1.605  -0.726  -0.520
Cl  1.351  1.791  -0.520
C  0.241  2.819  0.394
C  0.812  4.010  0.770
C  0.034  5.000  1.373
C  -1.318  4.792  1.573
C  -1.884  3.584  1.195
C  -1.123  2.565  0.605
P  -1.982  1.129  0.066
C  -3.700  1.092  0.287
C  -4.304  1.415  1.518
C  -5.674  1.321  1.634
C  -6.436  0.869  0.557
C  -5.838  0.509  -0.644
C  -4.465  0.590  -0.779
C  -1.327  0.596  -1.492
C  -0.759  -0.676  -1.669
C  -0.104  -0.956  -2.863
C  -0.022  0.010  -3.866
C  -0.616  1.248  -3.695
C  -1.256  1.555  -2.498
H  1.862  4.189  0.581
H  0.496  5.937  1.655
H  -1.938  5.561  2.012
H  -2.947  3.446  1.333
H  -3.705  1.667  2.385
H  -6.154  1.583  2.566
H  -7.509  0.776  0.667
H  -6.444  0.173  -1.474
H  -3.993  0.287  -1.705
H  -0.925  -1.463  -0.938
H  0.312  -1.940  -3.037
H  0.488  -0.218  -4.793
H  -0.579  1.985  -4.486
H  -1.701  2.536  -2.367
F  6.344  1.209  0.753
C  5.637  0.148  0.528
C  4.253  0.338  0.271
C  3.491  -0.750  0.000
C  4.082  -2.063  0.041
C  5.492  -2.176  0.293
F  6.028  -3.374  0.265
C  6.280  -1.093  0.534
C  3.201  -3.155  -0.216
C  3.433  -4.506  0.057
C  2.457  -5.443  -0.267
C  1.290  -5.013  -0.863
C  1.095  -3.640  -1.073
N  2.004  -2.743  -0.753
H  3.883  1.353  0.318
H  7.344  -1.184  0.713
H  4.353  -4.815  0.528
H  2.617  -6.491  -0.053
H  0.514  -5.708  -1.154
H  0.171  -3.281  -1.507
F  0.517  0.503  2.173
As  -0.587  -0.720  2.723
F  -1.526  -0.198  0.943
F  -1.547  0.515  3.388
F  -1.850  -1.828  2.827
F  0.296  -1.146  4.079
F  0.229  -1.796  1.629

Summary:
Kohn-Sham gap (alpha / beta)   7.68 / 5.22 eV
2S+1   2
Relative energy (zero: lowest compared OMol25 entry of this formula, charge and spin)   8.1 kcal per mole
E   -5135.050185 a.u.
M   782.239 g/mol
⟨S²⟩   0.78
E_HOMO (alpha / beta)   -17.493 / -17.493 eV
Net charge   +3

Mulliken atomic charge list, values in e, 2 entries: Pd 0.03; Cl -0.30

# 7
Formula: C29H20BrN4NiO8S
Source: OMol25
Level of theory: the ωB97M-V functional and the def2-TZVPD basis

Atoms and positions in Å:
Ni  -0.003  -0.463  -0.151
O  2.014  -0.127  0.229
C  2.479  1.241  0.150
C  1.191  2.112  0.071
O  1.311  3.307  0.248
O  0.117  1.478  -0.251
C  3.229  1.462  -1.156
C  3.058  0.602  -2.236
C  3.715  0.844  -3.436
C  4.538  1.951  -3.569
C  4.698  2.821  -2.497
C  4.048  2.579  -1.298
C  3.328  1.502  1.384
C  2.842  2.165  2.505
C  3.625  2.266  3.649
C  4.892  1.705  3.687
C  5.386  1.044  2.570
C  4.607  0.948  1.427
H  2.743  -0.742  0.366
H  2.403  -0.255  -2.144
H  3.574  0.165  -4.269
H  5.049  2.139  -4.505
H  5.330  3.694  -2.597
H  4.159  3.264  -0.467
H  1.864  2.621  2.473
H  3.239  2.787  4.515
H  5.496  1.783  4.583
H  6.377  0.610  2.587
H  5.006  0.455  0.545
O  -7.045  -4.894  2.198
S  -8.285  -4.391  1.643
O  -9.273  -3.980  2.622
O  -8.804  -5.148  0.519
C  -7.813  -2.813  0.858
N  -8.801  -2.074  0.328
C  -8.440  -0.940  -0.248
C  -7.123  -0.508  -0.316
C  -6.181  -1.335  0.264
N  -6.526  -2.478  0.848
C  -4.723  -1.022  0.292
C  -4.176  0.087  -0.343
C  -2.815  0.301  -0.286
N  -1.985  -0.519  0.365
C  -2.508  -1.586  0.990
C  -3.856  -1.868  0.980
H  -9.239  -0.340  -0.675
H  -6.873  0.426  -0.801
H  -4.793  0.788  -0.887
H  -2.355  1.159  -0.761
H  -1.809  -2.224  1.514
H  -4.254  -2.740  1.484
Br  0.653  -7.896  0.672
C  0.197  -6.522  -0.544
C  -0.229  -6.850  -1.824
N  -0.550  -5.930  -2.730
C  -0.462  -4.651  -2.376
C  -0.052  -4.238  -1.116
C  0.287  -5.199  -0.172
C  0.019  -2.792  -0.775
O  -0.298  -1.927  -1.634
O  0.387  -2.429  0.383
H  -0.314  -7.888  -2.123
H  -0.730  -3.912  -3.122
H  0.605  -4.893  0.815

Summary:
Kohn-Sham gap (alpha / beta)   7.06 / 6.97 eV
2S+1   3
E   -6418.767285 a.u.
M   723.163 g/mol
⟨S²⟩   2.00
E_HOMO (alpha / beta)   -5.515 / -5.515 eV
Net charge   -1

natural (NBO) atomic charge list, values in e, 2 entries: Ni 1.52; O -0.78

# 8
Formula: C29H20FO6PS
Source: OMol25
Level of theory: the ωB97M-V functional and the def2-TZVPD basis

Atoms and positions in Å:
O  -0.479  -0.964  -3.218
C  -1.026  -0.086  -2.584
C  -2.309  0.512  -3.048
C  -2.895  0.038  -4.215
C  -4.105  0.560  -4.642
C  -4.736  1.558  -3.906
C  -4.148  2.041  -2.750
C  -2.932  1.527  -2.319
C  -2.311  2.077  -1.082
O  -2.829  2.996  -0.480
C  -1.039  1.465  -0.606
C  -0.458  1.936  0.565
C  0.709  1.359  1.037
C  1.301  0.310  0.343
C  0.732  -0.155  -0.830
C  -0.437  0.422  -1.312
H  -2.401  -0.741  -4.779
H  -4.561  0.188  -5.550
H  -5.683  1.948  -4.237
H  -4.627  2.819  -2.172
H  -0.926  2.749  1.101
H  1.159  1.723  1.951
H  2.208  -0.144  0.723
H  1.188  -0.968  -1.378
O  6.115  -5.454  4.923
C  5.572  -4.487  4.433
C  5.691  -3.140  5.060
C  6.455  -2.995  6.211
C  6.605  -1.746  6.788
C  5.993  -0.635  6.218
C  5.219  -0.775  5.079
C  5.060  -2.028  4.499
C  4.210  -2.162  3.284
O  3.621  -1.205  2.825
C  4.107  -3.504  2.644
C  3.346  -3.647  1.491
C  3.262  -4.880  0.867
C  3.938  -5.976  1.393
C  4.688  -5.842  2.549
C  4.772  -4.608  3.182
H  6.932  -3.863  6.645
H  7.203  -1.635  7.683
H  6.120  0.342  6.666
H  4.735  0.083  4.633
H  2.826  -2.791  1.085
H  2.671  -4.989  -0.033
H  3.877  -6.937  0.900
H  5.212  -6.690  2.966
C  -7.697  6.399  -5.868
S  -8.616  5.360  -4.762
O  -8.922  4.154  -5.493
O  -9.704  6.077  -4.154
P  -7.293  4.638  -3.209
F  -6.079  4.182  -4.152
H  -6.802  5.851  -6.157
H  -8.315  6.553  -6.749
H  -7.429  7.338  -5.393
H  -6.768  5.841  -2.669

Summary:
Kohn-Sham gap   8.64 eV
E   -2407.987070 a.u.
M   546.512 g/mol
E_HOMO   -9.744 eV
Net charge   0
Structure (SMILES)   O=C1c2ccccc2C(=O)c2ccccc21.O=C1c2ccccc2C(=O)c2ccccc21.CS(=O)(=O)PF

natural (NBO) atomic charge list, values in e, 2 entries: O -0.53; C 0.51

- net charge of number 6 (C29H20AsClF8NPPd)?
  +3

- Look up the M of the first one.
  675.970 g/mol

- What is the net charge in the second record?
  0